The following is a quantum chemistry calculation of a structure of composition C28H61ClP2PtSi3, from the OMol25 dataset.

CARTESIAN COORDINATES (ANGSTROEM)
H1 -2.046 4.134 -3.550
H2 5.997 -1.574 1.217
H3 1.840 3.256 4.252
Si1 -2.061 2.592 -1.664
C1 -3.353 1.200 -1.772
H4 3.928 -0.382 0.578
C2 3.391 -1.907 4.882
Cl1 -0.815 -4.031 -1.642
H5 -3.506 -0.378 4.972
C3 0.004 2.410 0.443
C4 -2.769 2.166 2.535
H6 2.962 -1.100 5.489
H7 -1.281 0.825 5.376
C5 -0.797 0.780 4.388
H8 -3.265 2.102 1.558
H9 -0.061 -0.034 4.409
H10 -6.258 -1.739 -2.123
C6 1.182 1.668 0.806
H11 4.418 3.611 1.782
H12 4.020 0.765 3.444
H13 -2.177 -2.613 -4.201
H14 -3.954 -2.343 -2.832
H15 0.408 -2.670 3.246
H16 3.658 3.221 0.216
H17 -1.815 2.476 -4.161
C7 -3.519 -0.500 3.880
H18 2.368 0.262 -0.524
C8 3.878 -1.253 1.254
H19 -4.497 -0.163 3.510
H20 -2.663 3.903 0.384
Si2 2.456 2.191 2.107
C9 5.223 -1.396 1.975
H21 -0.639 -1.971 -3.599
H22 -5.671 -0.254 -1.349
H23 -4.120 -1.793 0.195
H24 -4.138 -0.955 -4.740
H25 -1.956 -0.099 0.626
H26 0.705 -1.975 4.861
H27 -2.343 4.940 -1.030
H28 3.440 -2.807 5.509
C10 1.398 0.704 -0.305
C11 -0.531 1.922 -0.772
C12 -3.377 -0.166 -4.802
H29 4.420 -1.635 4.618
C13 -0.236 -2.451 -0.390
H30 -3.884 4.057 -0.906
C14 -4.069 -2.451 -0.685
H31 -3.855 0.804 -4.619
C15 -1.534 -0.475 1.569
H32 -0.178 -2.956 0.573
H33 0.618 3.636 3.004
C16 3.956 2.809 1.190
C17 -2.201 -0.449 -3.868
H34 -1.060 -1.746 -0.536
H35 -0.261 1.725 4.232
H36 0.699 -2.163 -0.868
H37 -3.001 -0.155 -5.835
C18 1.111 -2.641 4.089
H38 2.393 0.812 4.164
C19 -5.479 -0.967 -2.160
H39 4.699 2.017 1.025
H40 0.224 0.399 -2.205
P1 2.499 -0.852 2.428
H41 -1.128 -1.673 -5.283
C20 3.565 -2.506 0.430
H42 -5.579 -0.444 -3.118
P2 -2.667 -0.477 -2.051
H43 5.228 -2.257 2.657
H44 -1.472 0.376 -3.938
Pt1 0.498 -0.344 1.469
H45 2.708 -2.365 -0.238
C21 -1.493 -1.756 -4.250
H46 -1.790 -1.543 1.652
H47 4.439 -2.744 -0.191
C22 -4.122 -1.647 -1.991
C23 1.690 3.499 3.192
C24 2.942 0.718 3.212
C25 -2.807 4.001 -0.698
C26 2.518 -2.216 3.663
C27 -1.550 3.172 -3.357
H48 2.974 -3.052 3.107
H49 3.364 -3.373 1.073
H50 -0.356 3.297 0.972
H51 -0.464 3.337 -3.377
H52 -1.965 2.911 2.470
H53 -4.085 1.460 -2.556
H54 -3.156 -3.056 -0.624
H55 -4.930 -3.132 -0.648
C28 0.313 0.890 -1.240
H56 -3.506 2.530 3.268
H57 -3.896 1.184 -0.810
Si3 -2.124 0.497 3.091
H58 5.514 -0.498 2.533
H59 2.203 4.448 2.981
H60 1.168 -3.651 4.519
H61 -3.413 -1.569 3.653

Cartesian forces (eV/Å) of the 2 atoms listed first:
0.135 -0.183 -0.142
-0.054 0.007 0.194

Its spin multiplicity is 5. The expectation value of S² is 6.0193. As for the LUMO energy (alpha / beta): 0.384 / -1.857 eV. The molecular weight comes out at 774.53 g/mol. The HOMO energy (alpha / beta) comes out at -3.40 / -7.62 eV.

Atom charges from the Mulliken analysis, given in e for atoms 1 to 8:
1 H 0.44
2 H 0.48
3 H 0.40
4 Si 0.08
5 C -1.34
6 H 0.07
7 C -1.57
8 Cl -0.36


The following is a quantum chemistry calculation of a cluster of 6 separate species, C28H61FN8O2 in total, from the OMol25 dataset.

CARTESIAN COORDINATES (ANGSTROEM)
H1 5.720 -2.186 -0.275
C1 -2.477 0.931 -1.723
H2 4.065 -4.689 -4.127
H3 -2.816 -0.087 -1.882
H4 -3.957 3.772 1.560
N1 0.752 -0.499 -4.233
C2 -0.806 -1.234 2.728
C3 -3.846 2.993 0.822
C4 -2.846 2.789 -0.088
H5 1.234 3.739 0.374
H6 -0.705 4.527 1.550
H7 2.346 2.610 -2.038
H8 0.229 -3.515 3.541
H9 -0.963 2.888 2.332
C5 -0.691 -3.297 4.079
N2 -1.505 -2.549 3.040
F1 0.254 -1.227 -0.462
H10 -0.856 -0.597 3.605
N3 0.937 3.817 2.555
H11 -1.158 -4.256 4.292
C6 1.595 3.310 1.310
H12 1.934 1.306 1.967
H13 -2.762 -1.741 4.547
N4 -4.796 2.017 0.738
N5 -3.250 1.650 -0.718
H14 -1.329 -0.773 1.897
H15 0.162 -1.604 2.394
H16 5.814 -2.806 -2.932
H17 -3.411 -1.587 2.854
H18 2.284 -3.097 0.932
H19 -1.097 0.157 -4.829
H20 1.665 -5.093 -3.611
H21 2.656 3.526 1.436
C7 1.306 3.127 3.844
H22 3.530 2.851 -3.365
C8 -4.420 1.212 -0.292
H23 -7.348 3.039 2.684
H24 -0.684 -3.774 1.514
H25 1.902 -3.420 -1.560
H26 1.506 -1.348 -6.055
H27 -7.388 3.318 0.918
H28 2.718 -1.363 0.923
H29 4.085 2.905 -1.741
H30 0.998 5.641 3.668
C9 -5.941 1.857 1.689
H31 2.501 5.150 2.831
N6 3.730 -3.211 -2.653
H32 0.812 0.228 -2.186
O1 0.254 1.347 0.676
C10 1.937 -4.172 -4.122
C11 3.361 2.406 -2.383
H33 -1.442 0.816 -1.393
H34 -6.575 1.155 1.146
C12 -2.642 -3.095 0.743
H35 -1.963 3.360 -0.294
H36 1.187 5.904 1.903
H37 -4.913 0.292 -0.558
C13 4.990 -2.872 -2.239
C14 3.416 -3.838 -3.946
H38 2.371 3.079 4.051
H39 -6.237 4.076 2.020
H40 -3.653 -3.117 1.147
H41 3.863 -0.288 -5.044
H42 -2.438 1.547 -2.622
H43 -5.508 1.397 2.572
C15 4.926 -2.472 -0.944
H44 0.358 0.438 0.293
H45 -1.967 -4.378 2.356
H46 -0.618 -2.668 4.959
C16 1.530 1.814 1.079
N7 2.596 0.262 -3.406
H47 1.369 -3.306 -3.765
N8 3.614 -2.615 -0.549
C17 -1.683 -3.459 1.833
H48 -1.048 4.328 3.309
C18 1.422 5.257 2.745
C19 -6.746 3.142 1.775
C20 2.883 -0.367 -4.600
C21 -0.577 3.900 2.427
H49 -3.331 -3.179 3.772
H50 3.629 -3.018 -4.633
O2 -2.411 -1.842 0.098
C22 3.526 0.895 -2.473
H51 3.875 -2.630 1.488
C23 -0.684 -0.764 -4.413
H52 3.303 0.415 -1.514
H53 -1.432 -1.752 0.002
H54 2.226 1.531 0.282
H55 0.997 2.089 3.700
C24 -2.885 -2.205 3.570
C25 3.084 -2.375 0.785
H56 0.683 3.550 4.623
H57 -0.844 -1.470 -5.225
H58 4.552 0.580 -2.656
H59 -2.522 -3.911 0.024
C26 2.922 -3.075 -1.596
C27 1.724 -0.837 -5.133
H60 -1.078 -1.062 -3.448
C28 1.303 0.006 -3.122
H61 1.611 -4.228 -5.159

Cartesian forces (eV/Å) of the 2 atoms listed first:
-0.083 0.143 0.014
1.006 0.413 -0.416

Its total charge is +4. As for the LUMO energy: -8.508 eV. The molecular weight comes out at 560.85 g/mol. The HOMO energy comes out at -19.22 eV.

Atom charges from the Mulliken analysis, given in e for atoms 1 to 8:
1 H 0.51
2 C -0.95
3 H 0.46
4 H 0.37
5 H 0.49
6 N 0.18
7 C -0.46
8 C -0.36


The following is a quantum chemistry calculation of a structure of composition C28H62Ca3N2O12P2, from the OMol25 dataset.

CARTESIAN COORDINATES (ANGSTROEM)
H1 0.656 2.676 0.731
H2 7.409 5.831 5.608
H3 -1.189 -3.831 -4.661
C1 6.697 -10.407 3.538
H4 8.169 -9.526 4.883
C2 -4.356 -5.075 7.043
H5 -0.671 2.131 3.944
H6 5.411 3.541 7.921
O1 6.200 0.781 -1.688
H7 -1.149 3.797 3.928
C3 7.809 -6.747 11.313
O2 3.387 -1.584 3.130
P1 4.015 -2.368 4.304
H8 4.003 4.256 7.656
C4 -4.576 -6.523 7.004
N1 6.222 -4.746 11.380
H9 8.954 4.335 6.864
H10 -5.240 -4.535 6.704
H11 -3.322 -4.764 5.170
H12 -2.434 -4.868 -2.325
O3 7.495 0.508 0.059
C5 4.369 -4.507 13.097
C6 0.162 3.511 1.227
H13 6.262 5.623 9.133
H14 -1.063 -5.633 -3.102
H15 -0.250 -5.252 -0.916
H16 7.055 -2.262 10.706
H17 4.581 6.281 9.104
H18 -1.817 4.517 1.206
H19 -0.157 -1.786 -2.691
C7 -1.818 2.648 2.213
H20 8.575 -6.450 12.029
C8 -1.243 -3.563 -3.606
C9 5.129 7.144 4.948
H21 5.750 -6.850 11.071
O4 3.437 -3.238 5.442
N2 5.620 5.170 6.479
H22 -1.816 3.175 0.131
C10 7.061 -3.888 12.208
H23 8.252 -6.433 10.367
O5 8.808 1.429 -1.660
C11 5.202 5.389 9.029
O6 0.571 -3.689 -2.145
C12 -0.520 -4.344 -1.456
H24 6.589 -10.061 2.510
H25 -1.529 -6.163 5.802
H26 4.452 -8.775 4.200
O7 4.980 -1.447 5.012
H27 7.653 -8.420 3.606
H28 4.800 7.097 7.010
O8 5.027 -3.330 3.652
H29 4.525 8.045 4.835
Ca1 5.177 2.022 3.013
C13 7.311 -9.182 4.306
C14 -2.290 -5.987 6.562
O9 6.973 2.759 -0.218
H30 5.096 6.552 4.033
H31 6.074 -1.983 12.068
H32 -2.101 -2.893 -3.543
H33 5.587 -11.396 5.146
H34 -1.685 1.595 1.967
H35 7.871 -1.805 12.207
C15 4.809 -4.401 11.642
O10 -3.283 -7.050 6.672
H36 -4.180 -4.820 8.088
H37 4.470 -9.308 5.839
H38 -0.920 -3.682 -0.689
C16 7.882 4.139 6.852
C17 7.064 5.431 6.562
C18 7.048 -2.384 11.789
H39 7.658 -7.825 11.369
H40 4.154 -5.021 11.029
H41 3.746 6.041 6.028
C19 -1.401 3.518 1.079
H42 -2.586 -3.857 6.568
H43 -4.808 -6.993 7.960
H44 -1.755 -5.845 7.501
H45 6.184 7.414 4.914
C20 -0.838 2.979 3.279
H46 6.844 -4.023 13.268
C21 0.006 -2.771 -3.130
C22 5.047 4.554 7.754
Ca2 6.578 -4.223 6.924
H47 3.285 -4.405 13.152
H48 4.640 -11.123 3.674
H49 4.500 -5.506 13.513
C23 6.436 -6.194 11.607
H50 7.633 3.403 6.088
Ca3 5.123 -2.833 -0.288
O11 6.296 -8.711 5.204
C24 -3.096 -4.761 6.236
C25 4.770 6.378 6.192
O12 0.394 3.293 2.613
H51 0.738 -2.618 -3.922
H52 8.098 -4.209 12.109
P2 7.392 1.567 -1.059
H53 4.637 -3.408 11.227
H54 4.830 -3.755 13.737
H55 0.563 4.480 0.929
H56 7.485 -11.161 3.570
H57 -2.874 2.818 2.425
H58 4.896 4.795 9.890
H59 7.282 6.205 7.297
C26 5.423 -10.713 4.312
H60 6.198 -6.455 12.638
H61 -5.258 -6.815 6.205
C27 -1.408 -4.702 -2.654
H62 7.661 3.829 7.874
C28 5.046 -9.345 4.914

Cartesian forces (eV/Å) of the 2 atoms listed first:
-0.149 0.184 -0.580
-0.187 -0.012 -0.083

As for the LUMO energy: -2.569 eV. The molecular weight comes out at 800.99 g/mol. The HOMO energy comes out at -5.05 eV.

Atom charges from the Mulliken analysis, given in e for atoms 1 to 8:
1 H 0.32
2 H 0.41
3 H 0.30
4 C -0.48
5 H 0.27
6 C -0.56
7 H 0.27
8 H 0.43


The following is a quantum chemistry calculation of a structure of composition C28H63BF3N5NbO14, from the OMol25 dataset.

CARTESIAN COORDINATES (ANGSTROEM)
C1 0.363 -3.947 -3.486
B1 3.810 -4.839 0.462
H1 4.529 0.290 0.152
H2 -1.231 2.020 -1.583
H3 3.997 0.595 -6.087
H4 2.142 -5.807 0.331
H5 8.117 -2.574 -5.519
H6 3.091 0.156 1.201
C2 -6.366 6.292 4.018
C3 7.652 -1.602 -5.684
C4 2.696 0.287 -0.865
C5 -4.529 0.426 4.423
C6 5.053 -3.354 -8.132
H7 -7.472 3.631 4.031
F1 6.677 -2.983 -0.125
C7 3.099 -2.328 2.608
O1 4.120 -1.752 3.475
O2 -2.167 -0.793 0.396
C8 4.297 -0.308 -8.713
C9 -3.435 -0.165 0.407
H8 -0.877 0.324 -1.218
H9 -4.173 -0.799 0.906
H10 4.460 -3.327 -7.216
O3 4.773 -0.006 4.397
F2 6.339 -3.180 1.982
N1 3.900 -0.434 3.730
H11 2.750 -3.303 2.986
H12 -7.019 -0.415 2.439
H13 -5.207 4.078 2.937
H14 -6.341 7.645 8.058
C10 -1.343 -0.487 1.511
C11 3.558 -0.208 0.272
H15 -0.810 -1.183 3.471
H16 -4.589 1.398 4.918
N2 1.329 -3.950 -2.369
C12 1.499 -2.690 -0.098
C13 -5.318 4.074 4.026
H17 -2.430 0.353 4.834
H18 2.942 -1.884 -7.995
O4 6.310 -1.687 -5.255
C14 -7.213 3.894 6.589
H19 4.202 -2.419 -1.365
H20 -2.865 0.973 3.227
H21 -6.766 -0.856 4.138
H22 2.684 -4.596 -3.875
O5 2.852 -5.588 -0.291
H23 -7.990 4.447 6.055
O6 4.696 -5.621 1.211
N3 5.230 -0.161 -7.599
H24 -5.137 6.802 7.075
H25 6.028 -2.891 -7.966
H26 -6.406 2.254 3.886
H27 -1.354 0.590 1.714
O7 1.373 2.463 -2.023
H28 6.361 0.410 -5.196
F3 6.482 -1.225 1.105
H29 -7.668 3.397 7.447
C15 2.657 -3.931 -3.008
H30 1.098 -3.601 0.380
H31 -3.402 0.823 0.873
C16 5.650 -0.421 -5.186
N4 -2.899 -1.139 3.449
H32 2.982 -2.917 -3.288
H33 -5.709 -1.524 2.862
C17 5.963 -2.454 0.916
C18 -6.526 3.213 4.395
H34 -5.342 8.570 6.923
C19 -6.262 -0.639 3.191
Nb1 3.720 -2.517 0.378
H35 -4.428 3.582 4.427
C20 -5.863 7.621 7.079
H36 2.241 -1.634 2.625
O8 3.001 0.167 -1.984
H37 -0.672 -3.947 -3.141
H38 -7.184 8.241 4.284
H39 3.964 -1.174 -6.226
H40 -0.669 0.915 -2.888
H41 4.233 -6.146 1.878
H42 -0.327 -0.719 1.189
N5 -5.275 5.456 4.506
H43 3.416 -4.314 -2.317
O9 -6.875 7.422 6.109
H44 -7.338 5.797 4.137
C21 0.866 1.578 -1.488
C22 3.557 -1.637 -8.868
C23 4.610 -0.290 -6.280
H45 5.136 -0.394 -4.222
H46 -3.644 -1.350 2.800
H47 -1.589 -2.379 2.454
H48 -6.454 4.581 6.973
H49 7.719 -1.371 -6.754
H50 4.877 -0.148 -9.627
C24 -6.433 7.609 4.768
O10 1.480 0.859 -0.480
O11 -6.617 2.896 5.780
H51 0.573 -3.137 -4.201
H52 5.227 -4.396 -8.402
C25 -0.565 1.187 -1.838
O12 -5.416 0.490 3.304
H53 -3.754 -0.049 -0.630
C26 -3.096 0.207 3.978
H54 0.541 -4.876 -4.046
C27 1.106 -2.792 -1.558
H55 -5.300 5.438 5.516
H56 -6.211 6.493 2.954
H57 -5.482 8.148 4.726
O13 0.534 -1.878 -2.041
H58 0.989 -1.837 0.356
H59 2.859 -1.522 -9.703
H60 3.562 0.502 -8.664
C28 -1.624 -1.328 2.754
H61 -4.850 -0.325 5.150
H62 8.207 -0.851 -5.115
O14 4.385 -2.734 -9.220
H63 5.948 -0.866 -7.696

Cartesian forces (eV/Å) of the 2 atoms listed first:
0.436 -0.532 -0.320
0.693 -2.122 -1.048

Its total charge is -1. As for the LUMO energy: 1.128 eV. The molecular weight comes out at 854.55 g/mol. The HOMO energy comes out at -5.52 eV.

Atom charges from the Mulliken analysis, given in e for atoms 1 to 8:
1 C -0.99
2 B 0.47
3 H 0.49
4 H 0.33
5 H 0.40
6 H 0.25
7 H 0.24
8 H 0.36